No. 1
ORCA calculation (wB97M-V/def2-TZVPD) on a structure of composition C7H9AsF3NO4ReS4.

ORCA input file:
```
! RIJCOSX wB97M-V def2-TZVPD def2/J DEFGRID3
* xyz 3 1
S -2.118 -0.004 -1.912
C 1.241 -1.457 3.934
Re -0.206 0.925 -1.532
H -0.346 0.941 3.975
H -1.318 0.280 2.670
H 1.714 -0.854 4.707
H -0.725 -1.290 4.823
C 1.506 -0.116 -4.118
H 1.604 -1.619 1.867
C -0.254 -1.237 3.843
S -4.936 2.829 -2.647
O 2.641 -0.073 -4.246
F -0.556 0.513 -5.021
S -4.127 2.209 -4.611
C 0.510 0.353 0.839
H 1.567 -2.491 4.018
F -0.324 -1.547 -4.379
H 1.427 1.198 2.532
S -0.959 2.805 -2.312
H -0.715 -2.001 3.215
F 0.677 -0.857 -6.180
H 2.715 -0.667 2.619
As -3.016 1.929 -2.818
O 0.686 -0.554 0.013
C -0.387 0.157 3.222
C 0.860 0.297 2.295
O -0.051 1.448 0.365
O 0.887 0.327 -2.764
N 1.720 -0.904 2.593
C 0.284 -0.541 -4.988
*
```

No. 2
ORCA calculation (wB97M-V/def2-TZVPD) on a structure of composition C27H56BeCl8CsNO11P2S2Si.

ORCA input file:
```
! RIJCOSX wB97M-V def2-TZVPD def2/J DEFGRID3
* xyz 0 1
H 7.487 2.279 0.145
H -2.707 -4.320 -0.083
H 10.301 0.072 -5.014
H -6.344 -3.513 3.246
S 0.159 0.626 0.337
O 10.977 4.275 -7.815
O 8.499 3.896 -7.696
Si -5.243 -1.819 1.669
H 0.141 -3.743 3.459
H 1.867 2.007 -1.553
H -3.177 0.727 0.890
H 8.206 3.897 0.232
H -9.870 1.074 -0.413
C -4.370 3.201 -1.559
Cl -3.046 2.028 -1.347
H -3.405 2.559 1.498
H 11.525 1.422 -2.998
C 1.819 -2.076 1.355
Be -1.370 -3.944 3.228
H 4.550 2.163 1.116
C 9.567 0.880 -4.968
C -7.823 -0.152 -0.462
H 8.141 5.244 -1.596
H -2.262 -1.126 0.169
C 3.769 0.891 -0.734
H 10.104 3.079 -1.620
H -7.656 -2.342 5.076
H -4.162 -4.183 1.814
H 2.444 -1.625 4.279
H 6.785 4.714 -2.630
H 2.840 -1.774 0.831
P 9.815 3.406 -8.322
H 4.781 1.243 -1.206
C -3.759 -3.097 1.527
H 3.814 -0.279 -0.514
H -4.536 -0.731 -0.586
C 0.790 -0.806 -0.410
H 3.090 0.987 1.459
C -11.605 -5.085 3.647
O -8.535 -2.236 4.604
H -7.879 -0.510 -1.599
H -3.693 -0.887 3.526
Cl -5.786 2.377 -2.260
Cl -4.809 3.894 0.023
H 8.549 5.326 -4.111
H 3.096 1.377 -2.859
H 3.263 -3.571 2.301
H -11.931 -4.980 2.609
C 8.741 4.434 -3.505
H -8.313 -1.044 0.156
C -0.587 -2.549 0.787
O 9.610 1.517 -3.701
O 10.128 4.509 -3.147
H 9.748 1.607 -5.767
Cl -9.861 -5.400 3.656
C 10.860 2.160 -3.454
H 6.459 3.707 -0.131
C -4.763 -0.615 3.091
H 1.562 -1.194 2.091
C 2.555 1.100 -1.850
H -4.634 1.575 3.710
H -1.573 -2.088 -1.321
O -8.007 -0.280 2.787
H -6.076 -1.806 -0.737
C 10.677 3.348 -2.508
H -8.457 1.639 0.829
C 2.083 -3.486 2.148
H 0.585 -1.722 4.661
Cl -1.970 1.333 3.088
N 0.772 -2.179 0.237
C -1.855 -2.189 -0.189
H -5.512 -0.719 4.000
C -3.154 -3.219 0.007
C 3.531 1.750 0.656
H -9.441 -2.915 1.277
P -8.223 -1.847 2.931
H -7.011 -3.682 1.481
H 8.549 3.573 -4.148
H 1.780 -2.708 5.741
C -3.370 1.411 1.820
O -9.696 -2.285 2.040
C 1.587 -2.360 4.627
S 1.565 -0.509 -2.131
Cl -3.840 4.504 -2.652
H -0.819 -2.037 1.839
H -8.410 2.089 -1.038
C 7.456 3.286 -0.280
C -6.753 -2.896 2.310
H 8.566 0.463 -5.107
Cl -11.970 -3.577 4.502
H 11.670 3.655 -2.158
H 1.779 -4.443 1.522
C 7.801 4.474 -2.297
C -5.564 -0.988 -0.037
O 7.750 3.195 -1.664
O 9.726 3.512 -9.853
H 2.763 2.650 0.522
H -2.919 -2.868 2.341
Cl -12.485 -6.441 4.374
C -8.719 1.246 -0.263
O 10.058 1.941 -7.923
C 1.315 -3.604 3.594
C -4.733 0.972 2.684
O -6.462 0.177 -0.011
H 1.709 -4.585 4.112
H -0.562 -3.720 1.008
Cs -9.685 2.503 1.611
H -3.943 -3.108 -0.850
H 11.303 2.512 -4.393
H -5.728 1.372 2.189
*
```

Number 1: frontier orbital gap 0.228 Eh. Number 2: frontier orbital gap 0.163 Eh.